Record 1
The following is a quantum chemistry calculation of the ion C2H3INO2 with charge +1 at a distorted geometry, from OMol25.

Properties
E_HOMO in hartree: -0.5549
Relative energy (zero: lowest compared OMol25 entry of this formula, charge and spin) in kcal/mol: 35.0
Energy in eV: -15796.5502
Charge: +1
Maximum force in eV/A: 6.46
Orbital gap in eV: 6.934
Lowest unoccupied orbital energy in Eh: -0.3001

Element x y z (Å)
C1 0.164 0.375 1.240
C2 0.257 -0.358 -1.122
N1 -0.581 -0.205 0.020
O1 1.270 -0.141 1.560
O2 -1.755 -0.294 0.076
I1 -1.028 1.636 2.406
H1 -0.087 -1.053 -1.871
H2 1.318 -0.538 -0.646
H3 0.441 0.578 -1.662

***

Record 2
The following is a quantum chemistry calculation of a cluster of 10 separate species, C28H81N9O10 in total at a distorted geometry, from OMol25.

Properties
E_HOMO in hartree: -0.3414
Energy in eV: -64235.1066
Maximum force in eV/A: 2.27
Orbital gap in eV: 9.696
Lowest unoccupied orbital energy in Eh: 0.0149

Element x y z (Å)
C1 1.504 2.511 2.061
C2 0.529 1.802 3.045
C3 0.666 2.387 4.528
O1 1.959 2.244 5.088
C4 2.160 1.001 5.754
N1 -0.848 1.767 2.480
H1 1.460 1.942 1.104
H2 2.527 2.529 2.400
H3 1.148 3.519 1.790
H4 0.807 0.751 3.130
H5 -0.047 1.901 5.195
H6 0.470 3.478 4.544
H7 1.344 0.764 6.464
H8 3.054 0.875 6.345
H9 2.199 0.174 5.020
H10 -1.572 1.285 3.000
H11 -1.238 2.684 2.397
C5 4.626 -0.323 -4.760
C6 3.826 -1.623 -4.499
C7 4.799 -2.728 -4.327
O2 4.098 -3.923 -4.124
C8 4.883 -5.049 -3.700
N2 3.041 -1.580 -3.261
H12 5.162 -0.423 -5.721
H13 5.352 -0.212 -3.944
H14 3.990 0.563 -4.903
H15 3.192 -1.907 -5.348
H16 5.391 -2.459 -3.440
H17 5.507 -2.763 -5.171
H18 4.158 -5.760 -3.312
H19 5.486 -4.790 -2.824
H20 5.538 -5.452 -4.477
H21 2.227 -1.028 -3.432
H22 2.774 -2.470 -2.898
C9 -1.821 -3.664 3.740
C10 -1.723 -2.129 3.758
C11 -3.076 -1.578 4.007
O3 -3.093 -0.181 3.769
C12 -4.374 0.342 3.385
N3 -0.664 -1.673 4.712
H23 -2.414 -4.137 4.544
H24 -0.822 -4.016 3.630
H25 -2.299 -3.950 2.776
H26 -1.430 -1.813 2.727
H27 -3.304 -1.837 5.075
H28 -3.867 -1.981 3.376
H29 -4.993 0.494 4.294
H30 -4.874 -0.308 2.663
H31 -4.158 1.302 2.890
H32 -0.504 -0.699 4.544
H33 -0.978 -1.763 5.662
C13 -0.613 6.050 0.625
C14 -1.585 4.896 0.352
C15 -2.625 4.888 1.434
O4 -2.008 4.650 2.671
C16 -2.987 4.405 3.700
N4 -2.260 5.146 -0.922
H34 -1.169 6.855 1.123
H35 -0.096 6.428 -0.273
H36 0.172 5.786 1.342
H37 -1.052 3.943 0.397
H38 -3.443 4.133 1.230
H39 -3.149 5.879 1.499
H40 -3.806 5.148 3.622
H41 -2.530 4.388 4.673
H42 -3.418 3.397 3.605
H43 -2.620 4.294 -1.328
H44 -1.564 5.403 -1.625
C17 2.597 -5.125 -0.697
C18 1.673 -3.927 -0.402
C19 0.599 -4.359 0.605
O5 -0.098 -5.428 0.028
C20 -1.281 -5.782 0.766
N5 2.358 -2.803 0.246
H45 3.039 -5.455 0.247
H46 3.396 -4.851 -1.381
H47 2.011 -5.954 -1.101
H48 1.199 -3.592 -1.310
H49 -0.047 -3.477 0.775
H50 1.081 -4.693 1.558
H51 -1.736 -6.633 0.281
H52 -1.969 -4.930 0.815
H53 -1.044 -6.144 1.791
H54 2.738 -2.979 1.173
H55 3.138 -2.498 -0.323
C21 3.877 1.727 -1.363
C22 4.032 0.468 -0.490
O6 4.512 -0.635 -1.201
H56 3.576 2.583 -0.746
H57 3.128 1.605 -2.162
H58 4.835 1.966 -1.829
H59 3.087 0.198 -0.008
H60 4.712 0.796 0.279
H61 3.980 -0.870 -1.982
C23 -3.232 -2.094 -0.112
C24 -4.030 -0.911 -0.574
O7 -5.398 -0.829 -0.071
H62 -3.565 -2.383 0.899
H63 -2.175 -1.758 -0.043
H64 -3.410 -2.995 -0.709
H65 -4.032 -0.852 -1.699
H66 -3.539 0.021 -0.261
H67 -6.012 -1.276 -0.671
C25 -3.846 2.269 -4.922
C26 -2.921 1.998 -3.703
O8 -3.389 2.697 -2.557
H68 -4.785 1.802 -4.640
H69 -3.488 1.773 -5.801
H70 -4.048 3.322 -5.068
H71 -1.879 2.265 -3.864
H72 -2.902 0.920 -3.588
H73 -4.313 2.452 -2.503
C27 1.182 2.011 -4.328
O9 1.933 2.560 -5.106
N6 0.615 0.794 -4.651
N7 0.854 2.572 -3.065
H74 -0.101 0.398 -4.053
H75 0.777 0.541 -5.612
H76 1.613 3.136 -2.741
H77 0.394 2.008 -2.352
C28 -0.624 0.176 -0.901
O10 -0.717 -0.149 -2.102
N8 0.210 -0.416 -0.043
N9 -1.334 1.244 -0.488
H78 0.241 -0.241 0.959
H79 0.735 -1.188 -0.456
H80 -1.240 1.533 0.509
H81 -1.992 1.612 -1.136

***

Record 3
The following is a quantum chemistry calculation of a cluster of 10 separate species, C32H76ClNO13S in total at a distorted geometry, from OMol25.

Properties
E_HOMO in hartree: -0.3020
Relative energy (zero: lowest compared OMol25 entry of this formula, charge and spin) in kcal/mol: 151.6
Energy in eV: -85872.1021
Maximum force in eV/A: 6.57
Orbital gap in eV: 7.601
Lowest unoccupied orbital energy in Eh: -0.0227

Element x y z (Å)
N1 2.246 -4.018 3.181
C1 3.265 -3.011 3.618
C2 2.948 -1.502 3.082
O1 2.254 -0.832 4.161
C3 1.072 -0.137 3.718
C4 0.435 0.546 5.058
C5 1.531 0.829 6.199
C6 1.759 -0.374 7.228
C7 0.465 -0.794 8.077
S1 0.713 -0.079 9.799
O2 1.208 1.341 9.568
O3 -0.604 -0.140 10.516
Cl1 2.238 -1.172 10.713
C8 -0.078 -1.072 3.110
O4 -0.224 -0.830 1.663
C9 -1.480 -1.344 1.214
C10 -2.526 -0.563 0.395
C11 -3.903 -1.204 -0.027
C12 -4.212 -2.671 0.396
C13 -3.149 -3.458 1.190
C14 -1.803 -2.825 1.597
H1 1.868 -3.724 2.271
H2 1.484 -4.032 3.884
H3 4.346 -3.314 3.408
H4 3.177 -2.955 4.770
H5 2.408 -1.492 2.078
H6 3.985 -1.024 2.913
H7 1.256 0.721 2.988
H8 -0.355 -0.144 5.519
H9 -0.013 1.577 4.790
H10 1.146 1.730 6.828
H11 2.542 1.185 5.768
H12 2.664 -0.097 7.891
H13 2.099 -1.321 6.659
H14 -0.532 -0.498 7.617
H15 0.504 -1.940 8.202
H16 -1.081 -1.012 3.649
H17 0.288 -2.163 3.234
H18 -2.323 0.517 0.062
H19 -4.709 -0.663 -0.615
H20 -5.206 -3.164 0.130
H21 -3.345 -4.533 1.495
H22 -1.051 -3.460 2.174
C15 1.465 -5.373 10.053
C16 1.982 -5.012 8.675
O5 1.756 -3.632 8.410
H23 0.397 -5.158 10.131
H24 1.628 -6.432 10.266
H25 1.967 -4.779 10.822
H26 1.463 -5.592 7.908
H27 3.054 -5.215 8.593
H28 2.225 -3.123 9.087
C17 -4.083 -0.906 -4.997
C18 -3.429 -1.808 -3.970
O6 -4.378 -2.209 -2.987
H29 -4.504 -0.019 -4.516
H30 -3.362 -0.588 -5.752
H31 -4.909 -1.422 -5.495
H32 -2.618 -1.282 -3.460
H33 -3.015 -2.704 -4.444
H34 -5.087 -2.681 -3.443
C19 -2.876 1.104 -8.853
C20 -2.970 -0.406 -8.936
O7 -4.171 -0.860 -8.321
H35 -2.897 1.433 -7.811
H36 -1.954 1.464 -9.318
H37 -3.729 1.574 -9.353
H38 -2.129 -0.871 -8.417
H39 -2.961 -0.741 -9.978
H40 -4.911 -0.452 -8.790
C21 -0.129 5.691 5.991
C22 -1.111 4.613 6.404
O8 -0.426 3.540 7.038
H41 0.622 5.285 5.309
H42 -0.643 6.520 5.497
H43 0.407 6.080 6.862
H44 -1.629 4.213 5.530
H45 -1.860 5.011 7.097
H46 0.022 3.900 7.816
C23 0.309 0.840 -5.020
C24 -0.393 1.551 -6.159
O9 -1.806 1.418 -6.023
H47 0.041 -0.220 -5.006
H48 1.393 0.928 -5.114
H49 0.004 1.259 -4.056
H50 -0.103 1.116 -7.119
H51 -0.139 2.612 -6.172
H52 -2.056 1.813 -5.177
C25 3.085 -2.494 -3.155
C26 3.622 -2.127 -4.524
O10 3.410 -0.742 -4.780
H53 2.017 -2.271 -3.089
H54 3.237 -3.556 -2.949
H55 3.582 -1.910 -2.375
H56 3.109 -2.696 -5.301
H57 4.694 -2.337 -4.593
H58 3.874 -0.244 -4.093
C27 1.812 6.280 -7.100
C28 0.813 5.205 -6.721
O11 1.475 4.122 -6.078
H59 2.578 5.873 -7.766
H60 1.316 7.115 -7.601
H61 2.329 6.658 -6.213
H62 0.315 4.815 -7.611
H63 0.049 5.603 -6.044
H64 1.906 4.472 -5.287
C29 6.077 -0.625 -8.284
C30 6.641 0.065 -7.057
O12 5.670 0.939 -6.496
H65 5.773 0.111 -9.032
H66 6.816 -1.296 -8.728
H67 5.186 -1.205 -8.026
H68 7.517 0.660 -7.323
H69 6.937 -0.666 -6.298
H70 4.901 0.404 -6.256
C31 -6.875 2.196 1.334
C32 -5.449 2.711 1.344
O13 -4.832 2.474 0.084
H71 -6.894 1.126 1.114
H72 -7.358 2.367 2.299
H73 -7.460 2.692 0.554
H74 -4.863 2.198 2.108
H75 -5.423 3.786 1.552
H76 -5.351 2.940 -0.585